1.
Formula: C18H54O9
Source: the OMol25 dataset
Level of theory: ωB97M-V/def2-TZVPD

Computed properties:
**LUMO**: 0.5 eV
**Highest occupied orbital energy**: -9.49 eV
**Frontier orbital gap**: 9.98 eV
**SMILES string**: CCO.CCO.CCO.CCO.CCO.CCO.CCO.CCO.CCO
**Charge**: 0

Structure (XYZ):
```
81
Properties=species:S:1:pos:R:3:forces:R:3
C 3.712 2.102 -1.703 -0.6 0.4 0.9
C 3.287 2.697 -3.005 -0.6 1.2 -0.4
O 2.749 4.085 -2.779 0.6 -2.0 0.0
H 3.718 1.014 -1.751 0.5 0.0 -0.1
H 2.951 2.342 -0.951 0.1 0.0 -0.1
H 4.647 2.535 -1.359 0.2 -0.3 0.1
H 2.507 2.037 -3.429 0.1 0.7 -0.1
H 4.141 2.714 -3.694 -0.3 0.2 -0.1
H 3.116 4.699 -3.418 0.1 -0.2 -0.2
C -0.019 5.282 0.446 0.2 0.8 0.1
C 0.285 3.928 -0.128 -0.1 -0.5 -0.7
O -0.716 3.594 -1.145 0.9 -0.6 0.3
H -0.502 5.212 1.418 -0.2 0.1 0.0
H -0.632 5.871 -0.238 -0.2 -0.2 0.0
H 0.891 5.883 0.574 -0.1 -0.3 0.1
H 0.307 3.178 0.675 -0.2 0.0 -0.2
H 1.262 3.922 -0.625 -0.1 0.1 0.1
H -0.316 2.836 -1.625 -0.3 0.4 0.3
C 3.447 -4.845 2.621 0.8 0.6 -0.1
C 2.394 -4.040 3.351 -0.5 -0.5 0.0
O 2.662 -3.880 4.754 -0.1 0.3 -0.6
H 3.108 -5.085 1.612 -0.1 -0.2 0.1
H 3.734 -5.737 3.175 -0.3 -0.2 -0.1
H 4.372 -4.258 2.493 -0.2 -0.1 0.1
H 1.445 -4.590 3.305 0.2 0.1 0.2
H 2.194 -3.103 2.803 0.3 0.0 0.5
H 3.432 -3.315 4.886 0.0 -0.1 -0.2
C -3.135 1.652 1.769 0.4 0.0 -0.6
C -2.369 2.700 2.571 0.3 -0.7 0.7
O -1.008 2.301 2.888 -1.1 -0.7 0.3
H -2.600 1.386 0.849 0.2 0.2 0.2
H -4.086 2.054 1.395 0.1 -0.2 0.4
H -3.248 0.710 2.315 -0.3 0.2 0.2
H -2.864 2.848 3.545 -0.2 0.3 -0.4
H -2.349 3.641 2.029 0.2 0.1 0.0
H -1.139 1.598 3.582 0.5 0.8 -0.8
C -4.676 0.970 -2.915 -0.5 -0.8 -0.8
C -3.489 0.949 -1.995 0.6 1.5 -0.3
O -3.335 2.257 -1.448 -0.5 0.2 0.5
H -4.561 0.233 -3.726 0.0 0.0 0.3
H -4.786 1.932 -3.405 0.1 0.2 0.1
H -5.597 0.717 -2.389 0.0 0.2 0.0
H -2.564 0.807 -2.558 -0.1 -0.9 0.0
H -3.661 0.227 -1.195 0.4 -0.2 0.0
H -2.423 2.575 -1.466 0.0 0.0 0.1
C -2.033 -2.014 -0.231 1.0 0.9 0.6
C -2.435 -2.434 -1.593 -0.8 -1.2 -1.2
O -2.081 -3.846 -1.710 -0.1 0.7 0.4
H -2.650 -2.443 0.553 -0.1 -0.2 -0.1
H -2.085 -0.921 -0.114 -0.1 -0.2 0.0
H -0.985 -2.284 -0.049 -0.2 -0.1 0.1
H -1.976 -1.879 -2.427 0.2 0.1 0.5
H -3.528 -2.292 -1.708 0.3 -0.2 0.0
H -2.270 -4.186 -2.585 -0.2 0.2 -0.2
C 1.268 -2.380 -4.571 0.6 0.5 -0.3
C 1.324 -3.367 -3.431 0.0 -0.9 0.4
O 2.581 -3.281 -2.752 -0.1 0.8 0.2
H 0.550 -2.609 -5.357 -0.3 -0.1 0.3
H 2.237 -2.310 -5.084 -0.1 -0.2 0.2
H 1.078 -1.380 -4.168 -0.1 -0.1 -0.2
H 1.204 -4.425 -3.707 -0.3 0.4 -0.4
H 0.528 -3.160 -2.705 0.1 0.0 -0.1
H 3.028 -4.119 -2.811 0.2 -0.3 0.0
C 0.435 -1.213 4.283 0.3 0.7 -0.2
C -0.140 -0.398 5.428 -0.7 0.5 0.0
O -1.313 0.430 5.045 1.2 -0.7 0.1
H 1.145 -1.939 4.699 -0.5 -0.2 -0.2
H 1.029 -0.614 3.583 -0.2 0.2 0.1
H -0.373 -1.632 3.689 0.0 -0.5 0.1
H 0.605 0.292 5.833 -0.1 0.0 -0.1
H -0.420 -1.089 6.228 -0.2 0.2 0.0
H -2.104 0.121 5.490 0.1 -0.2 0.1
C 1.232 0.105 0.159 0.4 -0.3 -0.8
C 0.893 -0.091 -1.340 -1.8 -0.6 1.2
O -0.225 0.812 -1.726 1.5 -0.8 -0.2
H 2.067 -0.531 0.499 -0.1 0.2 -0.4
H 0.379 -0.230 0.750 -0.2 0.3 0.0
H 1.476 1.144 0.363 -0.1 0.0 0.2
H 0.572 -1.160 -1.417 0.0 0.7 -0.3
H 1.694 0.025 -2.061 0.1 0.5 0.1
H -0.992 0.667 -1.161 0.2 -0.3 0.2
```
Forces are in eV/Å.

=====

2.
Formula: C4H10O2
Source: the OMol25 dataset
Level of theory: ωB97M-V/def2-TZVPD

Computed properties:
**LUMO**: 0.5 eV
**Highest occupied orbital energy**: -7.20 eV
**Frontier orbital gap**: 7.73 eV
**Charge**: 0

Structure (XYZ):
```
16
Properties=species:S:1:pos:R:3:forces:R:3
C 0.516 -0.926 1.998 0.0 0.1 0.1
C -0.119 -1.220 0.640 0.0 -0.2 0.0
C -0.949 -0.173 -0.037 -0.3 -0.3 0.4
O 0.224 1.070 -0.310 -0.4 0.0 -0.4
C 0.118 1.000 -1.769 0.0 0.0 -0.1
O 0.797 2.072 -2.302 0.4 0.2 -0.1
H 0.992 -1.817 2.423 0.0 0.1 0.0
H 1.282 -0.145 1.910 -0.1 -0.1 0.0
H -0.245 -0.573 2.705 0.1 -0.1 -0.1
H 0.649 -1.609 -0.050 -0.2 0.1 0.1
H -0.853 -2.034 0.731 0.1 0.0 0.1
H -1.537 0.389 0.705 0.1 -0.1 0.2
H -0.110 1.930 0.000 0.0 -0.3 -0.2
H -0.923 1.030 -2.088 0.2 0.1 0.2
H 0.541 0.015 -1.994 0.0 0.3 0.0
H 1.722 1.974 -2.044 0.1 0.2 -0.2
```
Forces are in eV/Å.

=====

3.
Formula: C48H57AsF5N5O4TeTi
Source: the OMol25 dataset
Level of theory: ωB97M-V/def2-TZVPD

Computed properties:
**LUMO (spin up / spin down)**: -3.7 / -3.7 eV
**Highest occupied orbital energy (spin up / spin down)**: -8.90 / -10.20 eV
**Frontier orbital gap (spin up / spin down)**: 5.24 / 6.54 eV
**Charge**: +1
**2S+1**: 2

Structure (XYZ):
```
122
Properties=species:S:1:pos:R:3:forces:R:3
Ti -0.083 1.488 -0.149 0.3 -0.6 -0.7
C -5.340 -2.788 -2.239 0.0 0.0 0.0
C -4.423 -1.776 -1.604 0.0 0.0 0.0
C -4.513 -1.479 -0.242 0.0 0.0 0.0
C -3.710 -0.511 0.372 0.0 0.0 0.1
C -3.880 -0.064 1.720 0.1 0.1 0.0
N -4.283 -0.904 2.740 -0.2 -0.1 -0.1
C -3.520 -2.130 2.954 0.1 0.1 0.1
C -2.027 -1.843 3.183 0.0 0.0 0.0
C -1.781 -1.069 4.481 0.0 0.0 0.0
N -0.508 -0.332 4.412 0.0 0.0 -0.2
C -0.319 0.830 3.881 0.0 0.0 0.2
C -1.308 1.813 3.512 -0.1 0.0 0.0
C -2.426 2.183 4.276 0.1 0.0 0.0
C -3.276 3.186 3.853 0.0 0.0 0.0
C -4.428 3.655 4.699 0.0 0.0 0.0
C -3.023 3.781 2.609 -0.1 0.0 0.0
C -1.957 3.412 1.807 0.0 0.0 0.0
C -1.764 4.038 0.489 0.0 0.0 0.0
N -1.076 3.533 -0.453 0.0 0.1 0.1
C -0.857 4.343 -1.654 0.1 0.0 -0.1
C -1.069 3.590 -2.964 0.0 0.0 0.1
C -0.221 2.323 -3.107 0.0 0.1 0.0
N -0.730 1.322 -2.158 -0.3 0.2 -0.3
C -1.676 0.562 -2.590 0.0 0.0 0.0
C -2.605 -0.180 -1.775 0.0 0.0 0.0
C -3.499 -1.084 -2.367 0.0 0.0 0.0
C -2.680 0.075 -0.405 0.0 -0.1 0.1
O -1.781 0.825 0.205 -0.6 0.1 0.0
C -1.054 2.452 2.291 -0.1 0.1 0.0
O -0.010 2.079 1.578 -0.1 0.3 1.0
H -5.888 -3.350 -1.485 0.0 0.0 0.0
H -4.778 -3.497 -2.849 0.0 0.0 0.0
H -6.069 -2.303 -2.889 0.0 0.0 0.0
H -5.279 -1.962 0.356 0.0 0.0 0.0
H -3.688 0.974 1.961 0.0 0.0 0.0
H -4.550 -0.427 3.586 0.0 0.0 0.0
H -3.607 -2.764 2.071 0.0 0.0 0.0
H -3.962 -2.672 3.792 0.0 0.0 0.0
H -1.674 -1.239 2.341 0.0 0.0 0.0
H -1.457 -2.774 3.182 0.0 0.0 0.0
H -1.727 -1.738 5.339 0.0 0.0 0.0
H -2.577 -0.354 4.659 0.0 0.0 0.0
H 0.337 -0.885 4.539 0.0 0.0 0.0
H 0.716 1.062 3.655 0.0 0.0 0.1
H -2.588 1.725 5.245 0.0 0.0 0.0
H -4.535 3.046 5.595 0.0 0.0 0.0
H -5.367 3.618 4.145 0.0 0.0 0.0
H -4.275 4.688 5.015 0.0 0.0 0.0
H -3.701 4.550 2.253 0.0 0.0 0.0
H -2.256 5.003 0.346 0.0 0.0 0.0
H 0.177 4.688 -1.610 0.0 0.0 0.0
H -1.492 5.233 -1.630 0.0 0.0 0.0
H -0.821 4.276 -3.775 0.0 0.0 0.0
H -2.123 3.317 -3.076 0.0 0.0 0.0
H 0.824 2.539 -2.889 0.0 0.0 0.0
H -0.286 1.937 -4.128 0.0 0.0 0.0
H -1.853 0.526 -3.668 0.0 0.0 0.0
H -3.436 -1.261 -3.435 0.0 0.0 0.0
O 1.614 2.580 -0.507 0.0 0.6 0.3
H 1.556 3.448 0.058 -0.1 0.2 0.1
H 2.364 2.725 -1.095 -0.1 -0.2 -0.2
F 1.572 7.104 -0.702 -0.1 0.0 0.2
Te 2.691 5.790 -0.002 0.5 0.0 -0.7
F 4.070 6.697 -0.845 -0.1 0.0 0.1
F 3.090 6.846 1.464 0.0 -0.1 0.1
F 4.010 4.491 0.354 0.0 0.2 0.2
F 2.514 4.906 -1.691 0.0 0.0 0.2
O 1.411 4.799 0.770 -0.2 -0.3 -0.1
C -1.459 -4.020 -5.574 0.0 0.0 0.0
C -0.704 -3.209 -4.558 0.0 0.0 0.0
C 0.386 -2.428 -4.917 0.0 0.0 0.0
C 1.090 -1.679 -3.981 0.0 0.0 0.0
C 2.288 -0.890 -4.458 0.0 0.0 0.0
C 0.700 -1.701 -2.629 0.0 0.0 0.1
As 1.775 -0.424 -1.571 0.2 -0.5 -0.2
N 0.876 -0.119 0.091 0.6 -0.2 -0.1
C 1.526 -0.545 1.279 -0.1 -0.2 0.0
C 2.397 0.305 1.968 0.0 0.0 0.0
C 3.016 -0.107 3.140 0.0 0.0 0.0
C 2.778 -1.376 3.657 0.0 0.0 0.0
C 1.932 -2.237 2.967 0.0 0.0 0.0
C 1.322 -1.829 1.789 -0.1 0.0 0.0
C 3.374 -1.395 -0.934 0.0 0.3 0.1
C 3.506 -2.758 -0.637 0.0 -0.1 0.0
C 2.498 -3.836 -0.942 0.0 0.0 0.1
C 4.678 -3.210 -0.029 0.0 0.0 0.0
C 5.729 -2.372 0.286 0.0 0.0 0.0
C 6.971 -2.883 0.959 0.0 0.0 0.0
C 5.608 -1.032 -0.064 0.0 0.0 0.0
C 4.465 -0.532 -0.664 0.0 0.0 -0.1
C 4.464 0.942 -0.997 0.0 0.0 0.0
C -0.396 -2.494 -2.249 0.0 0.0 0.0
C -0.858 -2.682 -0.828 0.0 0.0 0.0
C -1.070 -3.227 -3.220 0.0 0.0 0.0
H -1.001 -3.947 -6.559 0.0 0.0 0.0
H -2.494 -3.681 -5.656 0.0 0.0 0.0
H -1.484 -5.072 -5.287 0.0 0.0 0.0
H 0.704 -2.405 -5.953 0.0 0.0 0.0
H 2.481 -1.094 -5.510 0.0 0.0 0.0
H 3.190 -1.157 -3.900 0.0 0.0 0.0
H 2.140 0.186 -4.342 0.0 0.0 0.0
H 2.587 1.299 1.583 0.0 0.0 0.0
H 3.702 0.564 3.642 0.0 0.0 0.0
H 3.277 -1.702 4.560 0.0 0.0 0.0
H 1.763 -3.243 3.332 0.0 0.0 0.0
H 0.680 -2.514 1.255 0.0 0.0 0.0
H 1.634 -3.477 -1.481 0.0 0.0 0.0
H 2.171 -4.324 -0.020 0.0 0.0 0.0
H 2.972 -4.604 -1.556 0.0 0.0 0.0
H 4.759 -4.269 0.196 0.0 0.0 0.0
H 6.917 -3.958 1.124 0.0 0.0 0.0
H 7.116 -2.396 1.925 0.0 0.0 0.0
H 7.854 -2.674 0.354 0.0 0.0 0.0
H 6.432 -0.355 0.137 0.0 0.0 0.0
H 5.478 1.334 -0.957 0.0 0.0 0.0
H 3.877 1.510 -0.271 0.0 0.0 0.0
H 4.068 1.135 -1.995 0.0 0.0 0.0
H -0.657 -1.814 -0.209 0.0 0.0 0.0
H -0.348 -3.545 -0.390 0.0 0.0 0.0
H -1.929 -2.891 -0.804 0.0 0.0 0.0
H -1.910 -3.842 -2.910 0.0 0.0 0.0
```
Forces are in eV/Å.

=====

Number 1: M 414.62 Da. Number 2: M 90.12 Da. Number 3: M 1113.39 Da.